Entry 1:
ORCA calculation (ωB97M-V/def2-TZVPD) on a molecular structure, C35H43AsCl5N8OPtSi3 at a distorted geometry.

Structure (ORCA input):
```
! wB97M-V def2-TZVPD RIJCOSX def2/J DEFGRID3
* xyz 3 1
Pt -0.335 1.946 -1.192
As -0.401 1.625 1.386
Cl -1.253 7.031 -1.303
Cl -4.135 1.524 -1.650
Cl -5.759 4.100 -1.990
Cl -4.383 6.884 -1.842
Cl 0.311 4.218 -0.948
Si 0.963 -0.381 1.880
Si -2.675 1.339 2.382
Si 0.544 3.637 2.505
O 1.556 -4.146 -1.342
N 3.465 0.417 -2.353
N 2.867 -5.797 -0.714
N -2.060 -0.993 -3.548
N 1.576 -6.086 -0.307
N 1.631 1.176 -1.481
N -2.358 -1.482 -2.327
N -1.183 0.282 -1.954
N 3.837 1.464 -1.581
C -1.383 -5.720 0.241
C -1.207 -3.924 -1.355
C 0.389 -0.913 3.554
C -2.578 -3.715 -1.292
C 5.659 -2.445 -3.521
C 3.702 -2.519 -2.145
C -1.352 0.071 -3.301
C -0.563 5.093 2.262
C -3.603 2.904 2.046
C 4.594 -1.786 -2.909
C -1.968 3.116 -1.299
C 2.724 0.153 1.952
C 2.816 -4.662 -1.319
C 0.599 -1.712 0.660
C 5.838 -3.806 -3.346
C -3.224 -2.664 -2.164
C -3.485 5.485 -1.639
C -2.085 5.579 -1.397
C -2.458 1.130 4.201
C 2.290 3.902 1.966
C 0.839 -5.106 -0.695
C -2.754 -5.519 0.292
C 2.154 0.252 -2.300
C 2.720 1.904 -1.085
C -3.339 3.034 -1.539
C -3.352 -4.517 -0.463
C -0.608 -4.915 -0.586
C 0.485 3.050 4.260
C -1.429 4.375 -1.244
C 4.936 -4.546 -2.593
C 4.511 -0.287 -3.119
C 3.857 -3.901 -2.011
C -3.455 -0.188 1.695
C -4.101 4.209 -1.708
C -1.830 -0.729 -1.381
H 6.677 -4.299 -3.816
H 1.141 -1.623 3.916
H -4.675 2.686 2.036
H 2.796 4.431 2.780
H 2.670 2.741 -0.415
H 5.433 0.184 -2.787
H 1.239 3.632 4.801
H -1.882 0.266 4.516
H -3.365 -6.149 0.925
H -1.918 -0.913 -0.327
H -0.570 -1.429 3.549
H -3.351 3.399 1.110
H -4.169 -2.330 -1.735
H 6.363 -1.887 -4.128
H 2.835 2.970 1.819
H -2.801 -1.062 1.743
H 0.680 -1.412 -0.381
H -3.840 -0.059 0.689
H -0.591 -3.340 -2.029
H 0.726 2.000 4.413
H -2.096 2.014 4.712
H -3.492 0.967 4.537
H 4.376 -0.045 -4.174
H 3.111 0.683 1.086
H -4.318 -0.401 2.335
H -4.425 -4.374 -0.415
H -3.423 3.604 2.863
H -0.910 -6.499 0.824
H 0.358 -0.099 4.276
H 1.612 -0.512 -2.833
H -0.584 5.510 1.262
H -0.960 0.713 -4.074
H 3.312 -0.767 2.058
H 2.869 -2.052 -1.636
H -0.384 -2.161 0.828
H -0.475 3.271 4.718
H -1.583 4.883 2.580
H -3.422 -3.026 -3.172
H 5.049 -5.615 -2.476
H 2.384 4.536 1.083
H -0.178 5.878 2.924
H 2.908 0.749 2.849
H 1.331 -2.509 0.827
*
```

Calculated values
energy relative to the best compared isomer or geometry (same formula, charge and spin): 36.3 kJ/mol
HOMO level: -14.93 eV
lowest unoccupied orbital energy: -0.4185 hartree
molecular weight: 1123.31 g mol⁻¹

Entry 2:
ORCA calculation (ωB97M-V/def2-TZVPD) on 2 unconnected molecules or ions with the total composition C35H43BF3NO2 at a distorted geometry.

Structure (ORCA input):
```
! wB97M-V def2-TZVPD RIJCOSX def2/J DEFGRID3
* xyz 0 1
F 2.814 2.984 -1.330
F 3.014 1.335 0.274
F 2.916 3.547 0.990
O -0.431 5.933 0.128
O 1.631 5.280 -0.574
N 0.161 3.726 0.340
C 0.220 1.496 0.783
C -2.040 1.468 2.077
C -1.083 3.382 0.923
C 3.689 -2.516 -1.639
C 2.307 -3.714 0.141
C 0.543 -2.050 1.101
C 1.854 -4.932 0.696
C 0.552 5.028 -0.079
C -3.119 -2.068 -2.213
C -1.037 2.000 1.260
C -0.146 -1.455 -0.058
C 3.113 -3.765 -1.016
C -0.696 -2.104 -2.830
C 2.954 -6.192 -1.076
C 2.161 -6.138 0.065
C 2.049 -2.370 0.831
C 0.079 7.378 -1.820
C -3.857 -2.024 0.075
C -3.105 2.289 2.464
C -1.483 -1.739 -0.424
C 0.851 8.014 0.422
C -4.166 -2.048 -1.284
C -2.338 -2.131 1.996
C -3.141 3.645 2.116
C -0.255 7.326 -0.345
C -5.583 -2.134 -1.764
C -1.798 -1.940 -1.819
C -2.098 4.201 1.363
C -2.545 -1.937 0.529
C 3.315 -7.520 -1.668
C 0.934 2.554 0.265
C -1.583 8.022 -0.093
C 3.412 -4.988 -1.612
C 1.040 -5.053 1.957
C 2.880 -2.234 2.114
B 2.542 2.643 -0.011
H 2.421 -8.095 -1.942
H 0.532 0.463 0.873
H 3.936 -7.392 -2.559
H -1.818 8.057 0.976
H 0.610 8.050 1.491
H 4.037 -5.002 -2.506
H 0.003 -2.901 -2.531
H -1.496 -1.570 2.401
H 2.419 -1.579 0.165
H 1.096 -4.178 2.609
H -3.917 1.867 3.053
H -5.819 -1.337 -2.482
H 4.308 -2.792 -2.504
H -1.120 -2.392 -3.802
H -0.020 -5.249 1.724
H -0.690 6.872 -2.414
H 4.327 -1.949 -0.944
H -2.197 -3.196 2.245
H 3.875 -8.131 -0.947
H 1.790 7.478 0.250
H 1.390 -5.915 2.547
H -2.403 7.524 -0.621
H 0.503 -1.398 1.997
H 0.012 -2.970 1.382
H -5.746 -3.096 -2.273
H -1.543 9.059 -0.452
H 2.911 -1.830 -2.009
H -3.964 4.284 2.447
H 3.935 -2.432 1.888
H -0.117 -1.180 -2.969
H -3.243 -1.816 2.536
H -1.954 0.430 2.396
H -2.079 5.253 1.109
H 0.961 9.047 0.064
H 2.553 -2.931 2.897
H 0.122 8.428 -2.144
H -4.668 -2.084 0.805
H 1.789 -7.067 0.502
H -3.350 -2.190 -3.277
H 1.055 6.915 -1.988
H 0.495 -1.005 -0.825
H 2.807 -1.208 2.496
H -6.277 -2.044 -0.923
*
```

Calculated values
energy relative to the best compared isomer or geometry (same formula, charge and spin): 158.9 kJ/mol
HOMO level: -7.23 eV
lowest unoccupied orbital energy: -0.1101 hartree
molecular weight: 577.54 g mol⁻¹

Entry 3:
ORCA calculation (ωB97M-V/def2-TZVPD) on 10 unconnected molecules or ions with the total composition C35H43BF9NO30P2 at a distorted geometry.

Structure (ORCA input):
```
! wB97M-V def2-TZVPD RIJCOSX def2/J DEFGRID3
* xyz 0 1
P -1.990 9.164 -1.596
P -3.111 10.605 -0.376
F 2.669 12.291 3.498
F 4.685 -11.586 5.709
F -3.465 -2.832 1.116
F -1.580 -9.994 -1.240
F 3.324 -4.150 -1.088
F -2.924 0.134 1.306
F 1.448 2.185 -4.542
F 3.809 -8.478 1.361
F -3.101 2.757 5.623
O -5.267 -1.053 -2.516
O 0.568 0.340 -3.607
O -0.589 0.142 3.076
O 6.034 -8.868 -1.215
O 1.205 11.470 2.004
O 2.643 10.930 0.357
O 7.344 -10.967 3.641
O -1.819 -9.851 -4.655
O 2.362 -1.015 -3.743
O -0.882 2.391 3.039
O -0.281 0.775 -0.769
O -2.106 11.879 0.162
O 7.302 -8.705 3.597
O -4.298 -1.553 -0.534
O -4.357 11.224 -1.359
O 6.307 -11.114 -1.172
O 0.415 10.774 0.001
O 0.372 -1.842 -3.051
O -1.854 1.156 4.658
O -3.091 -10.360 -2.862
O 2.483 -6.175 -1.584
O 5.046 -10.092 0.405
O 5.683 -9.853 4.683
O -0.335 3.037 -0.814
O -1.947 1.875 0.279
O -3.628 9.890 0.889
O -4.027 -10.268 -4.920
O 0.344 -5.584 -1.982
O -5.485 -3.124 -1.634
O 0.916 -7.772 -1.930
N -2.022 6.205 1.459
C 1.219 -6.616 -1.838
C 6.822 -9.745 3.944
C -1.004 -9.699 -3.500
C -3.042 5.961 -1.369
C 1.060 -4.395 -1.669
C -1.712 3.261 3.794
C -4.577 -2.595 0.381
C -2.342 0.525 0.149
C -1.739 -10.511 -2.481
C -1.570 7.477 1.991
C -3.069 -10.167 -4.212
C -0.017 7.463 2.050
C -3.417 6.629 -2.785
C -1.052 -0.190 -0.066
C 3.410 11.456 1.431
C -4.889 -3.756 -0.509
C 6.566 -11.927 4.341
C 5.207 -7.989 -0.463
C -1.067 1.139 3.547
C 0.441 6.085 1.472
C 1.716 1.161 -3.699
C -0.811 1.991 -0.464
C -5.036 -1.838 -1.644
C -0.883 5.364 1.161
C 5.276 -11.201 4.553
C 2.476 -4.801 -1.920
C 2.745 0.244 -4.278
C 5.022 -8.740 0.815
C 5.838 -10.118 -0.706
C 2.480 11.305 2.591
C -1.889 2.506 5.073
C 1.040 -0.922 -3.435
C -4.027 6.390 -0.171
C -3.472 5.929 1.291
C 1.338 11.037 0.722
B -3.222 8.263 -2.749
H -4.004 11.544 -2.220
H -2.655 3.416 3.261
H 5.807 -8.566 1.557
H -1.103 2.684 5.812
H -4.021 6.573 2.078
H -5.053 5.864 -0.270
H 0.005 -10.072 -3.680
H 1.463 5.631 1.287
H 3.658 12.501 1.223
H 5.695 -7.024 -0.312
H -3.994 -4.296 -0.828
H 0.716 8.251 2.423
H 7.065 -12.184 5.280
H -1.175 -1.100 -0.655
H 4.268 -7.827 -0.999
H 1.968 1.552 -2.709
H -5.399 -2.297 1.038
H -0.548 -0.441 0.872
H 2.803 -4.675 -2.956
H -1.474 -11.573 -2.476
H -2.197 8.377 2.333
H -1.231 4.229 3.945
H 2.706 0.202 -5.370
H -3.765 4.833 1.520
H 0.744 -3.566 -2.306
H -3.890 8.916 -3.483
H 4.337 10.896 1.563
H 6.440 -12.836 3.752
H -3.053 0.428 -0.675
H -4.426 6.308 -3.210
H -0.945 -8.641 -3.233
H -1.951 6.271 -1.151
H 3.759 0.509 -3.973
H 4.567 -11.292 3.726
H -5.578 -4.463 -0.045
H -3.052 4.804 -1.397
H -4.164 7.534 -0.080
H -2.622 6.249 -3.543
H -1.098 4.333 0.713
H -1.231 11.444 0.349
H 0.877 -4.126 -0.624
H 2.533 10.331 3.086
H -1.402 8.284 -0.630
*
```

Calculated values
HOMO level: -7.75 eV
lowest unoccupied orbital energy: 0.0062 hartree
molecular weight: 1201.45 g mol⁻¹

Entry 4:
ORCA calculation (ωB97M-V/def2-TZVPD) on a molecular structure, C35H43Cl3NO3P2STa at a distorted geometry.

Structure (ORCA input):
```
! wB97M-V def2-TZVPD RIJCOSX def2/J DEFGRID3
* xyz 2 1
Ta 0.481 0.498 0.382
Cl -0.302 3.048 7.090
Cl -1.223 0.616 2.332
Cl 2.905 3.969 2.858
S -2.357 -0.937 -1.322
P 2.212 1.532 -1.328
P -0.706 2.915 -0.454
O -1.598 0.138 -0.487
O 1.112 2.028 1.489
O 0.422 -1.541 -1.096
N 1.509 -0.721 1.189
C 0.828 2.259 2.791
C 0.317 -2.765 -1.190
C -1.718 -0.765 -3.890
C 1.105 -3.480 -2.250
C -0.259 1.661 3.398
C 1.500 3.042 -2.071
C 2.070 -2.098 3.148
C 0.915 -1.558 3.949
C -2.745 0.675 -5.514
C -3.969 -0.911 -0.624
C -1.706 -3.792 1.811
C 2.930 -3.018 3.738
C 3.706 -1.799 -0.302
C 2.332 -1.698 1.836
C -0.861 -3.081 0.979
C -3.619 1.162 -4.546
C 2.747 0.591 -2.768
C 3.408 -2.223 1.113
C 4.013 -3.532 3.049
C -0.651 1.864 4.701
C 0.117 2.741 5.447
C 3.676 2.155 -0.478
C -1.122 -4.752 -0.736
C 4.240 -3.140 1.740
C -1.393 3.972 0.854
C -1.795 -0.286 -5.188
C -2.593 -0.270 -2.924
C 1.213 3.384 4.885
C -2.283 -4.976 1.358
C 1.558 3.148 3.566
C -1.993 -5.454 0.088
C -3.547 0.695 -3.244
C -1.924 3.129 -1.782
C -0.567 -3.554 -0.297
C 0.708 3.889 -1.070
H -1.908 -3.438 2.816
H -1.127 -0.673 -5.947
H -2.815 1.040 -6.532
H 5.082 -3.545 1.191
H 0.440 -3.992 -2.950
H -4.233 1.085 -2.507
H -2.875 2.692 -1.477
H -0.989 -1.526 -3.630
H 3.373 2.974 0.174
H 2.334 3.603 -2.495
H 1.725 -2.774 -2.797
H -2.434 -6.380 -0.259
H 1.131 -0.557 4.334
H 0.715 -2.199 4.807
H 0.003 -1.500 3.362
H 1.799 4.075 5.476
H 1.873 0.253 -3.327
H -1.515 1.371 5.126
H 4.389 2.511 -1.223
H 4.519 -2.391 -0.719
H 0.868 2.729 -2.906
H -0.383 -2.177 1.326
H 4.144 1.393 0.142
H -0.686 4.110 1.669
H -4.365 1.901 -4.809
H -1.638 4.947 0.429
H -0.899 -5.140 -1.722
H 1.325 4.181 -0.218
H 1.728 -4.251 -1.790
H -2.950 -5.534 2.004
H 0.351 4.804 -1.545
H -2.069 4.194 -1.970
H 3.337 -0.276 -2.476
H -4.528 -1.743 -1.057
H 2.736 -3.333 4.757
H -4.476 0.033 -0.796
H 4.013 -0.751 -0.345
H -1.604 2.635 -2.700
H 4.680 -4.236 3.530
H -2.307 3.532 1.254
H 2.835 -1.901 -0.952
H 3.351 1.249 -3.396
H -3.822 -1.077 0.443
*
```

Calculated values
energy relative to the best compared isomer or geometry (same formula, charge and spin): 139.1 kJ/mol
HOMO level: -12.77 eV
lowest unoccupied orbital energy: -0.2164 hartree
molecular weight: 907.05 g mol⁻¹

Entry 5:
ORCA calculation (ωB97M-V/def2-TZVPD) on a molecular structure, C35H43ClLuN2Si2 at a distorted geometry.

Structure (ORCA input):
```
! wB97M-V def2-TZVPD RIJCOSX def2/J DEFGRID3
* xyz 1 1
Lu 0.506 -0.108 0.054
Cl 2.463 0.477 -3.485
Si 2.344 0.310 -7.409
Si 0.405 0.160 -3.097
N 1.341 2.073 0.064
N 1.832 -0.193 1.926
C -1.823 0.354 0.464
C -2.021 -2.651 -5.026
C -1.481 -3.865 -4.593
C -0.562 1.591 -3.793
C -2.132 3.718 -4.820
C -0.253 -1.412 -3.878
C 2.245 -3.538 -8.903
C 1.014 -1.110 -9.514
C 2.868 -0.890 1.084
C 2.615 2.454 -9.429
C 0.035 3.374 -8.850
C 2.221 1.233 2.247
C -0.961 -1.618 1.341
C 0.578 -2.293 -10.126
C 2.672 -2.366 -8.271
C 1.569 -0.963 3.174
C -1.308 -0.259 1.646
C 0.389 3.025 -0.568
C -1.824 1.894 -3.243
C -1.428 -1.435 -4.656
C 0.794 4.017 -9.827
C -0.346 -3.849 -3.777
C 2.721 2.313 -0.473
C -0.062 2.430 -4.807
C 1.172 -3.516 -9.801
C 0.550 2.253 -8.185
C 1.863 1.816 -8.427
C -1.207 -1.829 -0.050
C -1.747 -0.624 -0.585
C 0.250 -2.639 -3.415
C 2.077 3.547 -10.130
C -2.606 2.940 -3.757
C 2.010 -1.150 -8.517
C 1.337 2.249 1.529
C -0.860 3.456 -5.337
H -0.224 -2.249 -10.858
H 3.803 -0.312 1.086
H -0.693 -2.364 2.095
H -2.232 1.313 -2.420
H -0.499 4.060 -6.165
H -2.307 1.326 0.388
H 3.683 0.471 -6.748
H -2.171 -0.510 -1.583
H 1.413 0.046 -6.279
H 0.072 -4.783 -3.399
H 0.808 -4.434 -10.252
H 3.009 3.345 -0.224
H 3.521 -2.378 -7.578
H 2.574 -1.044 0.013
H 1.297 -1.988 2.912
H -2.739 4.535 -5.225
H 1.735 3.252 1.754
H -0.646 2.747 -0.329
H -2.920 -2.644 -5.634
H 0.927 2.264 -5.214
H 3.619 2.095 -9.684
H 0.294 2.183 1.897
H 3.279 1.381 1.997
H -0.084 1.716 -7.474
H 0.742 -0.493 3.724
H 2.466 -0.952 3.806
H -0.959 3.723 -8.587
H 2.719 2.165 -1.555
H 2.114 1.387 3.323
H -1.961 -4.815 -4.858
H 0.511 3.021 -1.663
H 0.381 4.882 -10.350
H 0.600 4.034 -0.186
H 2.754 -4.477 -8.690
H 3.442 1.614 -0.028
H -1.285 0.176 2.658
H -1.910 -0.495 -4.939
H -1.095 -2.769 -0.604
H 2.665 4.032 -10.904
H 3.045 -1.891 1.498
H 0.574 -0.149 -9.812
H -3.587 3.137 -3.345
H 1.092 -2.642 -2.719
*
```

Calculated values
energy relative to the best compared isomer or geometry (same formula, charge and spin): 207.5 kJ/mol
HOMO level: -9.45 eV
lowest unoccupied orbital energy: -0.1047 hartree
molecular weight: 758.34 g mol⁻¹